Formula: C42H50CrNO4PSSiTe
Source: the Open Molecules 2025 dataset
Level of theory: ωB97M-V/def2-TZVPD

Last column: Mulliken spin population.
Geometry (Å):
Cr (3.03, 0.46, -0.47)  3.787
O (3.48, 4.21, -0.97)  0.002
S (3.14, 3.41, 0.18)  0.021
O (2.56, 4.12, 1.29)  0.001
O (2.27, 2.24, -0.22)  0.014
C (4.62, 2.60, 0.74)  -0.163
C (5.63, 3.42, 1.26)  -0.008
C (6.79, 2.83, 1.72)  0.025
C (6.92, 1.44, 1.64)  -0.017
C (5.91, 0.67, 1.09)  0.013
C (4.70, 1.21, 0.62)  0.107
P (3.77, -1.73, 1.89)  0.760
C (3.10, -1.72, 0.20)  -0.017
C (4.01, -1.59, -0.89)  0.205
C (3.75, -2.25, -2.10)  0.049
C (2.58, -2.95, -2.29)  0.099
C (1.64, -3.02, -1.27)  0.002
C (1.88, -2.41, -0.06)  0.027
C (2.36, -1.88, 3.00)  -0.071
C (2.53, -2.67, 4.09)  0.159
C (1.55, -2.78, 5.15)  -0.062
C (0.39, -2.12, 5.15)  0.128
C (-0.01, -1.29, 3.98)  0.000
C (1.14, -1.06, 2.99)  -0.030
H (5.48, 4.49, 1.28)  0.001
H (7.58, 3.43, 2.14)  0.003
H (7.82, 0.97, 2.01)  0.000
H (6.08, -0.40, 1.05)  0.001
H (5.04, -1.30, -0.69)  -0.051
H (4.51, -2.23, -2.87)  0.005
H (2.40, -3.47, -3.23)  0.004
H (0.71, -3.55, -1.42)  -0.009
H (1.16, -2.51, 0.74)  0.027
H (3.44, -3.26, 4.17)  0.006
H (1.77, -3.45, 5.98)  -0.001
H (-0.34, -2.23, 5.95)  0.006
H (-0.94, -1.66, 3.54)  0.007
H (1.23, 0.16, 1.28)  0.036
C (1.88, 1.53, 3.49)  0.035
C (0.95, 0.39, 3.30)  -0.066
O (-0.12, 0.14, 4.22)  0.005
N (0.58, -0.14, 2.00)  -0.038
Te (-2.05, -0.91, 0.85)  0.003
C (-3.82, -2.02, 0.31)  0.000
C (-3.74, -3.18, -0.48)  0.000
C (-2.46, -3.66, -1.14)  -0.003
C (-4.89, -3.95, -0.70)  0.000
C (-6.11, -3.60, -0.16)  0.000
C (-7.33, -4.46, -0.39)  0.000
C (-6.19, -2.45, 0.61)  0.000
C (-5.07, -1.66, 0.85)  0.000
C (-5.23, -0.42, 1.70)  0.000
C (-2.61, 0.92, -0.08)  0.000
C (-2.51, 2.12, 0.65)  0.001
C (-1.99, 2.18, 2.07)  -0.001
C (-2.85, 3.32, 0.03)  0.000
C (-3.28, 3.37, -1.28)  0.000
C (-3.56, 4.68, -1.95)  0.000
C (-3.37, 2.18, -1.99)  0.000
C (-3.01, 0.96, -1.42)  -0.001
C (-3.03, -0.26, -2.31)  -0.001
H (1.90, 1.79, 4.55)  0.000
H (1.58, 2.40, 2.90)  0.000
H (2.88, 1.24, 3.17)  -0.005
H (-1.62, -3.01, -0.91)  0.003
H (-2.59, -3.69, -2.22)  0.000
H (-2.22, -4.67, -0.81)  0.000
H (-4.81, -4.84, -1.32)  0.000
H (-7.12, -5.27, -1.09)  0.000
H (-8.16, -3.87, -0.79)  0.000
H (-7.67, -4.90, 0.55)  0.000
H (-7.14, -2.16, 1.04)  0.000
H (-6.24, -0.36, 2.11)  0.000
H (-5.04, 0.48, 1.11)  0.000
H (-4.52, -0.43, 2.52)  0.000
H (-2.19, 1.26, 2.62)  0.000
H (-2.43, 3.02, 2.60)  0.000
H (-0.91, 2.33, 2.04)  0.000
H (-2.75, 4.24, 0.60)  0.000
H (-3.87, 5.44, -1.23)  0.000
H (-4.34, 4.59, -2.71)  0.000
H (-2.66, 5.05, -2.45)  0.000
H (-3.68, 2.20, -3.03)  0.000
H (-3.12, 0.03, -3.35)  0.000
H (-3.86, -0.93, -2.07)  0.000
H (-2.10, -0.83, -2.18)  0.000
C (1.13, 0.48, -4.89)  0.000
Si (1.80, 1.30, -3.31)  -0.050
C (3.68, 1.42, -3.56)  0.045
C (1.09, 3.04, -3.23)  0.005
C (1.40, 0.20, -1.87)  0.054
H (1.30, 1.09, -5.79)  0.000
H (0.05, 0.31, -4.81)  0.000
H (1.60, -0.49, -5.05)  -0.001
H (3.93, 2.01, -4.44)  0.005
H (4.12, 0.43, -3.68)  -0.001
H (4.14, 1.91, -2.69)  -0.008
H (1.06, 3.51, -4.22)  0.000
H (1.69, 3.66, -2.57)  0.000
H (0.07, 3.02, -2.84)  0.001
H (1.16, -0.81, -2.20)  0.004
H (0.55, 0.60, -1.31)  -0.049

Properties
Orbital gap (alpha / beta) = 6.8 / 5.5 eV
2S+1 = 6
<S²> = 8.825
Total charge = -1
E_HOMO (alpha / beta) = -0.1742 / -0.1786 Ha